The following is a DFT calculation (wB97M-V/def2-TZVPD) of a structure of composition C20H43N5OPY.

CARTESIAN COORDINATES (ANGSTROEM)
Y: -0.273251 0.482804 1.878770
P: 3.135170 -0.085669 1.682622
O: 1.589816 -0.057951 1.301790
N: 3.168886 -0.737736 3.173888
N: -1.203829 5.564426 0.029372
N: -0.911379 2.902598 1.113131
N: 3.594794 1.484850 1.678178
N: 3.991156 -0.998142 0.677039
C: -4.670563 -1.105725 2.891940
C: 4.369661 -1.426863 3.700918
C: 2.194316 -0.451017 4.208753
C: -1.450290 -1.287538 -0.164933
C: 3.419319 2.309918 0.477166
C: -3.241053 -0.628606 3.168748
C: -0.892191 5.382641 1.509757
C: 4.727552 1.920068 2.524890
C: 0.297568 -2.956696 -0.888814
C: 3.766199 -2.449673 0.602776
C: -0.948381 3.106707 -0.383916
C: -2.273745 -1.173408 2.134298
C: -0.414111 -2.636756 1.516608
C: 5.205323 -0.554373 -0.034924
C: -2.334570 -0.766308 0.789867
C: -1.262691 -2.088196 2.480956
C: -0.206025 4.042957 1.773248
C: -0.512106 -2.276620 0.165950
C: -3.177748 0.900859 3.203429
C: -0.557484 4.516483 -0.830878
H: -0.250814 2.425528 -0.874412
H: -1.879079 2.954103 1.434261
H: 3.177719 3.331150 0.780128
H: -5.343740 -0.740890 3.666876
H: 4.802876 -0.856744 4.523475
H: -1.547190 -0.982111 -1.201180
H: -0.195294 3.898666 2.854700
H: 3.698949 -2.752026 -0.441923
H: -1.833515 5.464982 2.051451
H: 1.926455 -1.361928 4.746020
H: 5.118341 -1.527762 2.920035
H: 5.081036 -0.712125 -1.105177
H: 4.329334 2.358002 -0.123455
H: -2.169508 1.307694 3.460859
H: -2.216547 5.572604 -0.121982
H: 2.847887 -2.720803 1.122043
H: 4.771340 1.329452 3.436470
H: 5.407628 0.495331 0.149508
H: 2.623764 1.909316 -0.153217
H: 0.830417 4.048953 1.437123
H: -1.948633 2.855082 -0.737938
H: 4.094521 -2.417590 4.061133
H: 4.596515 -2.986826 1.063361
H: 6.060374 -1.135441 0.311438
H: -1.195562 -2.421871 3.512198
H: -0.252081 6.203855 1.827488
H: -5.033692 -0.743070 1.928110
H: 4.574150 2.962624 2.799543
H: 1.256689 -0.044433 3.778654
H: 0.112340 -2.540529 -1.876288
H: -3.118090 -0.091522 0.457469
H: 1.362984 -2.899542 -0.672462
H: -2.932290 -1.008258 4.145734
H: 0.304240 -3.391754 1.816643
H: 0.515923 4.685069 -0.773684
H: -3.511023 1.340820 2.257656
H: 2.547093 0.291001 4.929118
H: -4.722770 -2.193633 2.889130
H: -3.818147 1.308041 3.986403
H: 5.680264 1.837494 1.999316
H: -0.865608 4.678955 -1.863010
H: -0.888203 6.490565 -0.278506
H: 0.033876 -4.017034 -0.915753

Forces on the atoms, in the same order (eV/Å):
Y -0.103 -0.657 -0.521
P 0.039 0.004 0.065
O 0.338 0.324 0.065
N 0.004 -0.044 -0.010
N 0.001 0.001 0.000
N -0.003 -0.052 0.017
N 0.015 -0.024 -0.018
N -0.016 0.025 0.076
C -0.001 0.009 -0.010
C 0.007 -0.008 -0.004
C 0.015 0.057 0.032
C -0.037 0.114 0.073
C -0.016 0.002 0.015
C -0.010 -0.009 0.003
C -0.001 -0.001 -0.005
C -0.017 0.000 -0.011
C 0.015 0.020 0.009
C -0.009 0.002 -0.021
C 0.009 0.000 0.001
C -0.129 -0.043 0.042
C 0.020 0.074 0.004
C -0.004 0.004 -0.002
C -0.091 0.029 -0.025
C -0.110 0.157 0.085
C -0.003 -0.004 0.005
C 0.041 0.062 -0.010
C -0.011 0.107 0.027
C 0.001 0.002 0.000
H 0.000 -0.004 -0.003
H 0.000 -0.029 0.000
H 0.000 0.003 0.002
H 0.001 -0.001 0.001
H -0.004 0.000 0.001
H -0.024 -0.006 -0.002
H 0.002 0.004 0.001
H -0.006 -0.008 0.001
H 0.000 -0.003 -0.001
H 0.001 -0.001 -0.005
H -0.001 0.001 0.003
H 0.002 -0.001 0.000
H 0.002 0.002 0.000
H 0.066 -0.041 0.053
H -0.001 0.000 0.001
H 0.001 -0.013 0.005
H 0.003 -0.005 -0.003
H -0.003 -0.001 -0.002
H 0.003 -0.001 0.000
H -0.001 -0.005 0.000
H -0.004 0.005 0.000
H 0.002 -0.001 -0.001
H 0.001 0.000 -0.011
H 0.001 -0.001 -0.004
H 0.036 -0.041 -0.015
H 0.001 -0.001 0.002
H -0.003 0.003 0.002
H 0.001 0.001 0.006
H -0.021 -0.005 0.039
H 0.002 0.002 0.000
H -0.031 -0.016 0.036
H 0.014 0.001 0.009
H -0.004 0.001 0.000
H 0.010 0.014 0.004
H 0.000 -0.001 0.000
H 0.003 -0.002 -0.001
H -0.004 0.010 -0.012
H 0.000 -0.001 -0.002
H 0.014 -0.011 0.015
H -0.001 0.000 -0.002
H 0.002 -0.003 -0.002
H 0.002 -0.001 -0.001
H -0.005 0.001 0.001

Summary:
Calculated total energy (eV): -41232.28844
Charge: +4
Relative energy (zero: lowest compared OMol25 entry of this formula, charge and spin) (kcal per mole): 20.0